No. 1
Molecular formula: C4H6IN2
Method: DFT, the ωB97M-V functional and the def2-TZVPD basis

Results
* maximum force: 0.0709 Eh/bohr
* total energy: -15314.163 eV
* total charge: +1
* HOMO-LUMO gap: 7.60 eV

CARTESIAN COORDINATES (ANGSTROEM)
C -1.3231 2.0952 -0.9538
C -1.4116 0.9554 -1.3806
C -0.0957 -1.1261 -0.2233
C 1.5076 -0.3187 1.4265
N -1.2573 -0.2587 -1.7794
N 0.4726 -0.2067 0.4294
I 0.0962 -3.1346 -0.2758
H -1.3816 3.1128 -0.6947
H 1.8669 -1.3455 1.4828
H 1.1176 -0.0197 2.4012
H 2.3324 0.3445 1.1650
H -2.0759 -0.8575 -1.8074
H 0.1519 0.7597 0.2102

---

No. 2
Molecular formula: C4H12NS
Method: DFT, the ωB97M-V functional and the def2-TZVPD basis

Results
* maximum force: 0.1227 Eh/bohr
* total energy: -16655.692 eV
* total charge: +1
* HOMO-LUMO gap: 4.53 eV

CARTESIAN COORDINATES (ANGSTROEM)
C -2.1808 -1.4684 -1.1241
C -0.8252 -1.9881 -1.3263
C -0.5505 -3.2434 -1.8067
C 1.3120 0.4324 -0.2458
S 0.2163 1.7504 0.2863
N 1.5156 2.0231 3.3044
H -2.1727 -0.8881 -0.1661
H -2.4042 -0.8494 -2.0651
H -3.0552 -2.1867 -1.0791
H -0.1302 -1.1746 -1.4399
H 0.3814 -3.6303 -2.0842
H -1.4185 -3.8331 -2.0251
H 1.9910 0.9486 -0.9933
H 1.8469 0.0774 0.6811
H 0.0770 2.0414 -1.0106
H 1.9298 1.7434 2.4007
H 0.5686 1.9065 3.1707
H 1.7837 1.2822 3.9168

---

No. 3
Molecular formula: C32H66O9S
Method: DFT, the ωB97M-V functional and the def2-TZVPD basis

Results
* maximum force: 0.0461 Eh/bohr
* total energy: -63513.946 eV
* HOMO-LUMO gap: 9.72 eV

CARTESIAN COORDINATES (ANGSTROEM)
C -1.2203 2.0087 -4.4278
O 0.0322 1.3989 -4.1680
C 1.0922 2.1558 -4.7383
C 2.4184 1.3876 -4.6430
C 2.2896 -0.1476 -4.7342
C 2.5764 -0.8911 -3.4229
C 1.8229 -2.2288 -3.2784
C 0.6997 -2.2012 -2.2411
C 1.1585 -2.5209 -0.8213
C 0.0178 -2.5944 0.1852
C -0.8688 -1.3504 0.2189
C -0.1005 -0.0432 0.4813
C -0.3304 0.9835 -0.6152
O 0.0578 2.2847 -0.1470
S 0.1907 3.5606 -1.1245
O -1.1411 3.8831 -1.6012
O 0.9875 2.8859 -2.3607
H -1.3290 2.9560 -3.8711
H -2.0136 1.3222 -4.1159
H -1.3223 2.2314 -5.5014
H 0.8444 2.4040 -5.7786
H 1.1823 3.1096 -4.1881
H 2.9413 1.6798 -3.7224
H 3.0537 1.7371 -5.4687
H 1.2846 -0.4201 -5.0763
H 2.9909 -0.5009 -5.5031
H 3.6543 -1.0944 -3.3539
H 2.3371 -0.2231 -2.5803
H 2.5347 -3.0230 -3.0079
H 1.4066 -2.5241 -4.2519
H 0.2116 -1.2139 -2.2634
H -0.0770 -2.9292 -2.5262
H 1.9386 -1.8075 -0.5088
H 1.6480 -3.5089 -0.8336
H -0.6160 -3.4569 -0.0810
H 0.4085 -2.8076 1.1926
H -1.4089 -1.2748 -0.7371
H -1.6197 -1.4928 1.0033
H 0.9821 -0.2162 0.5532
H -0.3988 0.4098 1.4344
H -1.3883 1.0111 -0.9119
H 0.2722 0.7289 -1.4996
H 0.4338 2.2287 -2.8290
C 1.5658 -0.7490 5.7089
C 0.6885 0.4956 5.8495
C 0.1212 0.6310 4.4455
O 0.0156 -0.6972 3.9318
C 0.7233 -1.6066 4.7727
H 1.7744 -1.2465 6.6560
H 2.5190 -0.4959 5.2395
H -0.1203 0.3162 6.5606
H 1.2412 1.3813 6.1638
H 0.7905 1.2096 3.7972
H -0.8676 1.0919 4.4284
H 0.0007 -2.2141 5.3304
H 1.3204 -2.2706 4.1448
C -4.4404 -0.5170 7.5049
C -4.5623 1.0010 7.3800
C -3.0985 1.4210 7.3296
O -2.4017 0.3486 6.6962
C -3.2439 -0.8002 6.6053
H -5.3344 -1.0554 7.1925
H -4.2165 -0.7949 8.5371
H -5.0655 1.2637 6.4472
H -5.1029 1.4673 8.2027
H -2.6938 1.5678 8.3368
H -2.9314 2.3331 6.7549
H -3.5519 -0.9364 5.5632
H -2.6703 -1.6766 6.9109
C -4.3464 -5.1156 2.0049
C -5.5232 -4.4309 1.3109
C -4.9688 -3.0290 1.0874
O -3.5632 -3.1839 0.9019
C -3.1615 -4.5026 1.2689
H -4.3665 -6.2024 1.9337
H -4.3200 -4.8421 3.0619
H -5.7320 -4.9150 0.3546
H -6.4395 -4.4295 1.9000
H -5.1482 -2.3898 1.9590
H -5.3844 -2.5353 0.2079
H -2.9215 -5.0715 0.3635
H -2.2607 -4.4341 1.8808
C 0.9320 2.5936 -10.0630
C -0.5112 2.5383 -10.5600
C -1.2200 1.9154 -9.3641
O -0.5097 2.3564 -8.2057
C 0.7349 2.9449 -8.5940
H 1.5535 3.3187 -10.5866
H 1.3976 1.6105 -10.1590
H -0.8884 3.5462 -10.7446
H -0.6380 1.9540 -11.4705
H -1.1898 0.8218 -9.4101
H -2.2609 2.2282 -9.2717
H 0.6815 4.0289 -8.4477
H 1.5261 2.5487 -7.9551
C 6.4523 1.9197 3.7419
C 5.1758 2.5609 3.1982
C 4.2559 1.3525 3.0781
O 4.6428 0.4570 4.1211
C 5.8847 0.8691 4.6885
H 7.1152 2.6219 4.2459
H 7.0097 1.4425 2.9332
H 4.7744 3.2752 3.9202
H 5.3135 3.0765 2.2487
H 4.3811 0.8537 2.1112
H 3.1999 1.5980 3.2024
H 5.7042 1.2917 5.6831
H 6.5260 -0.0066 4.7980

---

No. 4
Molecular formula: C6H10O
Method: DFT, the ωB97M-V functional and the def2-TZVPD basis

Results
* maximum force: 0.0136 Eh/bohr
* total energy: -8426.642 eV
* HOMO-LUMO gap: 6.98 eV

CARTESIAN COORDINATES (ANGSTROEM)
C 1.5987 1.5400 -0.2935
O 0.3205 1.4751 0.3941
C -0.2063 0.3136 0.5891
C -0.7178 -1.1440 -1.0888
C -1.5382 0.3830 1.2670
C 0.3060 -0.9052 0.0474
C 1.4482 -1.5332 0.4415
H 1.5035 1.1351 -1.3060
H 1.8320 2.6025 -0.3181
H 2.3142 0.9464 0.2700
H -1.0563 -0.2020 -1.5608
H -1.6139 -1.6900 -0.7815
H -0.1671 -1.6946 -1.8504
H -1.9443 -0.6182 1.4205
H -2.2467 0.9939 0.6989
H -1.3846 0.8589 2.2400
H 1.5523 -2.4614 -0.1695

---

no.,HOMO energy (eV)
1,-13.388
2,-12.914
3,-8.976
4,-6.958